Molecular formula: C17H53N3O8
Method: DFT, ωB97M-V/def2-TZVPD

Atoms and positions in Å:
C  -0.89  3.08  2.11
C  -0.85  2.48  0.68
C  0.47  2.50  0.01
O  0.97  3.81  0.02
C  1.05  4.60  -1.16
N  -1.34  1.13  0.51
H  -1.88  3.20  2.39
H  -0.32  3.99  2.05
H  -0.44  2.36  2.84
H  -1.60  3.02  0.05
H  0.43  2.14  -1.03
H  1.24  1.90  0.41
H  1.95  4.34  -1.79
H  1.04  5.63  -0.90
H  0.17  4.47  -1.76
H  -0.71  0.44  0.97
H  -2.14  1.01  1.16
C  -4.90  -3.61  -1.29
C  -5.24  -2.15  -1.68
C  -4.61  -1.82  -3.04
O  -3.22  -1.83  -2.89
C  -2.57  -1.57  -4.07
N  -6.73  -1.92  -1.61
H  -5.41  -4.00  -0.35
H  -3.86  -3.74  -1.35
H  -5.29  -4.25  -2.13
H  -4.67  -1.45  -1.03
H  -5.04  -0.90  -3.47
H  -4.92  -2.53  -3.89
H  -2.66  -0.49  -4.33
H  -2.94  -2.15  -4.85
H  -1.52  -1.76  -3.89
H  -7.32  -2.56  -1.06
H  -6.89  -1.02  -1.22
C  5.05  -1.63  0.80
C  4.81  -0.67  1.94
C  4.23  -1.44  3.17
O  2.92  -1.97  2.97
C  2.56  -2.92  3.99
N  5.96  -0.05  2.41
H  5.16  -1.14  -0.15
H  4.17  -2.30  0.84
H  5.82  -2.40  0.96
H  3.99  0.00  1.56
H  4.09  -0.71  4.01
H  4.96  -2.24  3.36
H  3.18  -3.82  3.91
H  1.49  -3.18  3.91
H  2.75  -2.53  5.01
H  6.47  0.37  1.71
H  5.76  0.65  3.13
C  1.62  0.50  -4.22
O  1.01  1.45  -3.44
H  2.66  0.90  -4.48
H  1.72  -0.53  -3.71
H  1.07  0.23  -5.14
H  0.38  1.02  -2.83
C  -2.74  -2.13  1.31
O  -3.19  -0.82  1.85
H  -2.02  -2.77  1.90
H  -3.58  -2.75  1.09
H  -2.31  -1.94  0.36
H  -3.52  -1.10  2.70
C  3.19  2.82  3.66
O  2.94  1.47  3.28
H  3.96  3.28  3.10
H  2.29  3.41  3.50
H  3.56  2.85  4.67
H  2.21  1.36  2.67
C  -2.00  2.27  -2.81
O  -1.51  1.08  -2.26
H  -3.04  2.25  -2.90
H  -1.69  3.19  -2.36
H  -1.57  2.26  -3.81
H  -1.57  0.99  -1.25
C  1.57  -0.93  -0.14
O  1.10  -0.69  1.11
H  2.43  -0.28  -0.41
H  1.86  -1.95  -0.34
H  0.75  -0.75  -0.86
H  1.70  -1.10  1.76

Computed properties:
Energy above the lowest of the compared OMol25 structures with the same formula, charge and spin   33.36 kcal per mole
2S+1   1
Kohn-Sham gap   9.761 eV


Molecular formula: C5H10N2O3S
Method: DFT, ωB97M-V/def2-TZVPD

Atoms and positions in Å:
C  -0.57  2.63  -1.02
C  -0.20  1.16  -0.77
C  0.50  -0.50  0.96
C  1.93  -0.84  0.46
C  -0.55  -1.51  0.52
H  -0.74  2.23  -2.90
H  -2.13  2.50  -2.23
H  -1.21  3.00  -0.20
H  0.40  3.18  -1.03
H  0.00  1.54  1.24
H  0.52  -0.54  2.16
H  -0.69  -1.45  -0.59
H  -0.15  -2.50  0.73
H  -2.87  -1.83  0.35
H  3.22  -2.11  0.46
N  -1.20  2.83  -2.29
N  0.08  0.85  0.55
O  -0.14  0.32  -1.66
O  2.65  -0.10  -0.20
O  2.33  -2.08  0.86
S  -2.11  -1.28  1.33

Computed properties:
Energy above the lowest of the compared OMol25 structures with the same formula, charge and spin   20.69 kcal per mole
2S+1   1
Kohn-Sham gap   9.741 eV


Molecular formula: C20H18MgN3O2S4
Method: DFT, ωB97M-V/def2-TZVPD

Atoms and positions in Å:
Mg  -0.38  -0.17  0.35
S  -2.20  0.46  -1.15
C  -1.94  -0.66  -2.42
C  -2.64  -0.42  -3.61
C  -2.51  -1.21  -4.73
C  -1.68  -2.33  -4.69
C  -1.01  -2.61  -3.53
C  -1.11  -1.81  -2.40
S  -0.17  -2.37  -0.99
C  1.53  -1.92  -1.52
C  2.34  -1.20  -0.49
C  3.73  -1.24  -0.56
C  4.46  -0.40  0.26
C  3.79  0.42  1.15
C  2.40  0.36  1.20
C  1.63  1.21  2.14
S  0.34  2.21  1.33
C  1.32  3.23  0.22
C  1.69  4.47  0.71
C  2.40  5.37  -0.06
C  2.73  5.01  -1.37
C  2.36  3.79  -1.87
C  1.63  2.86  -1.10
S  1.19  1.39  -1.84
N  1.71  -0.43  0.38
H  -3.29  0.44  -3.62
H  -3.06  -0.97  -5.63
H  -1.56  -2.96  -5.56
H  -0.37  -3.48  -3.47
H  1.40  -1.23  -2.36
H  2.04  -2.82  -1.85
H  4.22  -1.88  -1.28
H  5.54  -0.37  0.20
H  4.32  1.10  1.79
H  2.29  1.88  2.70
H  1.05  0.58  2.82
H  1.39  4.74  1.72
H  2.68  6.34  0.33
H  3.26  5.71  -2.00
H  2.61  3.51  -2.88
N  -2.79  -1.57  1.13
N  -2.59  -1.37  2.49
C  -1.29  -1.14  2.96
O  -1.09  -1.27  4.16
O  -0.46  -0.76  2.08
H  -3.53  -0.98  0.76
H  -2.96  -2.55  0.89
H  -3.21  -1.82  3.16

Computed properties:
Net charge   -1
2S+1   1
Kohn-Sham gap   6.213 eV


Number 1: strongest force on any atom 3.2 eV Å⁻¹. Number 2: strongest force on any atom 2.5 eV Å⁻¹. Number 3: strongest force on any atom 1.6 eV Å⁻¹.